[1]
DFT (ωB97M-V/def2-TZVPD) results for a molecular structure, C30H48BiN7O2Se.

Summary:
- LUMO level: -4.930 eV
- Charge: +2

Each line ends with the Löwdin charge.
Geometry (Å):
H  -3.269  2.018  -1.108  0.131
H  -2.247  4.621  -0.270  0.103
N  -1.495  -3.280  3.475  -0.002
C  -1.025  0.115  -1.699  -0.355
H  4.940  -1.028  6.244  0.114
H  -5.209  -4.598  0.380  0.084
H  -3.402  -5.250  3.585  0.051
H  3.315  1.031  3.814  0.092
C  4.772  -0.264  2.293  -0.155
H  -0.502  4.292  -1.848  0.106
C  4.476  -0.729  3.718  -0.152
O  1.134  1.966  0.926  -0.191
H  1.848  -0.096  -0.557  0.117
H  -6.615  -2.652  0.698  0.113
H  3.406  2.040  7.117  0.129
H  2.952  2.426  5.500  0.130
C  -0.557  -1.022  -2.355  -0.155
O  2.605  1.971  2.606  0.033
C  -3.112  -3.433  6.821  -0.052
H  -5.032  -1.218  5.072  0.120
C  -2.168  -3.783  5.875  0.003
H  0.150  2.677  -2.175  0.096
H  0.605  3.531  -0.686  0.076
C  -1.707  -0.346  -4.350  -0.043
N  -3.115  -1.892  3.009  -0.001
H  4.663  0.092  7.514  0.133
H  -5.113  -2.075  0.010  0.108
C  -0.200  3.345  -1.391  -0.061
H  5.658  -0.801  1.954  0.124
H  -2.611  3.049  -2.372  0.139
H  -1.359  -7.487  3.088  0.112
C  -1.837  1.029  -2.375  -0.271
C  -3.087  -6.241  3.245  -0.093
N  4.482  -0.196  6.568  0.216
C  -4.022  -0.980  2.298  -0.144
N  3.314  1.755  6.159  0.211
H  -0.525  -2.132  -4.190  0.116
C  -2.023  -2.502  2.511  -0.631
H  -2.794  1.503  -4.234  0.125
H  -3.658  -6.977  3.812  0.083
C  -4.930  -3.894  1.165  -0.103
H  -5.277  -4.306  2.117  0.079
C  3.865  0.621  5.708  -0.428
Se  -1.351  -2.331  0.770  0.679
H  0.042  -4.379  4.296  0.124
H  -6.083  -0.690  1.911  0.121
H  -3.065  -3.877  7.807  0.116
H  0.072  -1.744  -1.843  0.071
H  -2.791  3.285  0.761  0.087
H  1.367  -1.496  0.178  0.063
Bi  -0.739  0.566  0.450  1.682
H  0.392  -3.666  2.719  0.091
H  -4.071  -0.053  2.873  0.130
C  -3.293  -2.285  4.337  -0.144
C  -2.173  0.790  -3.702  -0.018
H  -3.556  -0.766  1.339  0.057
H  -5.776  -2.035  2.987  0.107
H  -4.849  -2.262  7.301  0.116
H  -1.173  3.987  0.991  0.095
C  -1.927  3.716  0.253  -0.081
H  -1.187  -5.279  1.651  0.093
H  5.050  0.790  2.329  0.125
H  3.689  -1.549  0.953  0.123
H  -1.385  -4.497  6.097  0.114
H  -1.310  -6.427  4.471  0.101
C  2.232  -0.090  1.457  -0.288
C  -4.131  -2.514  6.532  -0.052
N  -1.355  2.740  -0.687  -0.410
C  -2.276  -3.178  4.628  -0.159
H  -3.838  -3.856  1.187  0.022
C  -0.710  -5.506  2.608  -0.182
C  3.698  -0.488  1.218  -0.129
N  1.423  -0.487  0.283  -0.069
H  -3.370  -6.340  2.194  0.078
H  -1.969  -0.517  -5.386  0.118
C  -5.425  -1.546  2.076  -0.178
C  -0.895  -1.252  -3.680  -0.060
H  4.036  0.045  0.325  0.133
H  1.819  -0.611  2.330  0.153
H  3.901  -1.660  3.723  0.130
C  -2.354  2.259  -1.657  -0.174
N  3.760  0.326  4.429  0.089
H  0.246  -5.981  2.373  0.120
H  5.425  -0.926  4.219  0.121
C  -1.588  -6.471  3.413  -0.235
C  1.993  1.415  1.689  -0.606
C  -5.552  -2.522  0.907  -0.237
C  -4.244  -1.928  5.286  0.008
C  -0.362  -4.194  3.301  -0.151


[2]
DFT (ωB97M-V/def2-TZVPD) results for a molecular structure, C30H48BrN3P2PbSe at a distorted geometry.

Summary:
- LUMO level (spin up / spin down): -8.372 / -7.179 eV
- Charge: +2

Each line ends with the Löwdin charge.
Geometry (Å):
H  -0.336  -1.522  -2.970  0.049
H  7.453  1.493  0.076  0.078
C  5.072  -1.312  -1.661  -0.366
N  0.372  1.093  5.115  -0.127
H  5.655  -2.528  -3.346  0.083
H  -2.606  -4.031  1.470  0.069
C  -3.061  2.213  -0.973  0.001
C  0.521  2.440  4.606  -0.041
H  -1.789  -4.840  0.112  0.073
H  0.443  -3.944  1.024  0.065
C  -1.203  0.762  -0.564  -0.517
H  5.688  -3.418  -1.845  0.080
C  5.300  0.985  0.167  -0.369
H  4.410  1.150  -0.467  0.079
H  -1.404  -5.303  1.768  0.090
H  -1.507  1.380  -3.905  0.130
Pb  0.781  1.335  0.479  1.152
H  0.451  3.152  5.443  0.110
H  -1.284  -2.616  6.083  0.111
C  -0.523  -3.436  1.177  -0.453
H  -0.152  -2.965  4.735  0.092
C  -0.447  0.147  4.566  -0.712
H  -3.511  2.477  -4.317  0.121
H  6.988  -2.266  -2.224  0.080
C  0.113  -2.491  -2.706  -0.136
C  -3.332  -1.677  0.162  -0.133
H  3.850  -1.203  1.437  -0.048
C  5.583  -2.058  2.461  -0.142
H  -4.051  -1.066  -0.404  0.083
H  5.042  -2.757  3.097  0.081
H  0.913  -1.456  7.064  0.133
P  -0.516  -1.916  0.068  0.935
H  4.033  -1.634  -1.490  0.081
H  -1.698  -2.116  4.403  0.063
N  -7.143  5.564  -5.764  0.060
H  1.495  2.574  4.112  0.097
C  6.485  1.849  -0.290  -0.142
H  -5.939  6.137  -2.687  0.105
Br  1.501  -1.394  2.256  0.076
H  -0.622  -3.285  -2.886  0.085
C  -5.429  4.363  -3.873  -0.201
H  1.721  1.182  6.779  0.134
C  -2.783  2.140  -2.337  -0.218
H  -2.328  1.827  1.005  0.044
C  -6.580  4.376  -6.015  -0.129
C  -1.653  -4.448  1.123  -0.127
H  -3.019  -1.095  1.044  0.022
C  5.907  -2.440  -2.287  -0.134
H  -4.473  4.250  -1.932  0.114
C  -1.670  1.407  -2.818  -0.005
P  5.694  -0.786  -0.025  1.179
H  -0.463  -3.015  2.194  -0.022
H  0.963  -2.668  -3.383  0.085
H  5.120  -0.411  -2.296  0.094
Se  -1.368  0.296  2.991  0.637
N  -0.254  -0.963  5.337  -0.132
C  1.035  0.585  6.203  -0.024
H  6.567  -2.493  2.258  0.078
H  -5.365  2.749  -5.406  0.103
C  -4.476  3.797  -2.921  -0.011
H  -7.392  7.125  -4.433  0.115
H  5.098  1.138  1.244  0.100
C  -6.904  6.156  -4.591  -0.129
C  -2.164  -2.082  -0.744  -0.381
C  -2.200  1.590  -0.064  -0.187
H  4.514  -2.735  0.698  0.099
H  0.186  0.461  -2.270  0.084
C  -0.792  0.802  -1.922  -0.230
C  0.626  -2.520  -1.274  -0.377
H  -3.957  2.773  -0.636  0.131
H  1.511  -1.877  -1.161  0.041
H  -2.268  -3.114  -1.124  0.091
C  0.641  -0.706  6.352  -0.016
H  5.754  -1.164  3.063  0.077
H  -2.125  -1.400  -1.604  0.060
C  4.765  -1.780  1.198  -0.417
H  -6.837  3.932  -6.991  0.117
H  6.563  1.929  -1.376  0.080
C  -0.884  -2.246  5.126  -0.033
H  -0.286  2.637  3.890  0.044
C  -3.618  2.803  -3.272  -0.050
H  -3.896  -2.557  0.498  0.073
C  -6.078  5.600  -3.610  -0.009
H  6.364  2.866  0.078  0.082
C  -5.732  3.729  -5.113  -0.015
H  0.943  -3.530  -0.982  0.086


The evaluated electronic energy for the records listed, in turn: -4321.4012 -7186.5266 Eh.